Entry 1:
{
  "formula": "C16H23F3N9O4RuSSe",
  "method": "wB97M-V/def2-TZVPD",
  "multiplicity": 5,
  "homo_energy_ev": [-17.43, -17.43],
  "relative_energy_kj_mol": 115.14,
  "gap_ev": [6.5066, 4.9157],
  "charge": 3,
  "symbols": ["Ru", "Se", "S", "F", "F", "F", "O", "O", "O", "O", "N", "N", "N", "N", "N", "N", "N", "N", "N", "C", "C", "C", "C", "C", "C", "C", "C", "C", "C", "C", "C", "C", "C", "C", "C", "H", "H", "H", "H", "H", "H", "H", "H", "H", "H", "H", "H", "H", "H", "H", "H", "H", "H", "H", "H", "H", "H", "H"],
  "coordinates": [[0.83, 0.31, 0.28], [5.08, 2.29, 0.74], [1.14, 3.09, 0.40], [0.03, 4.66, 2.12], [-1.35, 3.88, 0.64], [0.05, 5.46, 0.11], [0.71, 2.40, -0.83], [1.07, -0.74, 2.49], [2.37, 3.80, 0.38], [0.93, 2.07, 1.49], [-3.11, 0.96, 2.38], [-3.47, -0.95, 1.20], [-3.58, 1.11, 0.06], [-1.41, 0.25, 0.80], [6.04, 1.09, -0.06], [0.06, -2.20, -2.93], [2.94, -0.74, -0.17], [0.35, -1.16, -1.03], [3.59, 1.32, 0.66], [4.69, -2.09, -1.17], [3.36, -1.86, -0.76], [-1.68, 0.90, 2.14], [-0.12, -2.47, -4.36], [-2.18, 1.03, -0.27], [5.65, -1.14, -1.00], [0.07, -3.17, -1.94], [0.22, -1.02, -2.35], [-4.18, -0.22, 0.12], [3.89, 0.21, 0.04], [-3.71, -0.36, 2.52], [-0.11, 4.40, 0.84], [-2.05, -1.10, 0.89], [-3.79, 1.76, 1.34], [5.28, 0.06, -0.37], [0.27, -2.52, -0.77], [4.92, -3.03, -1.64], [-1.56, -1.68, 1.67], [2.63, -2.63, -0.90], [-1.02, -3.05, -4.52], [0.73, -3.03, -4.74], [-1.19, 0.31, 2.91], [-1.25, 1.90, 2.14], [-3.38, 2.77, 1.32], [6.68, -1.28, -1.33], [0.25, -0.08, -2.88], [-2.06, 0.51, -1.22], [0.35, -2.92, 0.23], [-0.19, -1.53, -4.90], [-3.23, -0.94, 3.31], [-4.85, 1.83, 1.57], [-1.95, -1.61, -0.06], [-1.76, 2.02, -0.36], [-0.05, -4.22, -2.16], [1.41, -0.01, 3.04], [-4.05, -0.73, -0.83], [-5.24, -0.16, 0.36], [-4.78, -0.29, 2.72], [1.70, -1.46, 2.62]]
}

Entry 2:
{
  "formula": "C16H23FN2O3S",
  "method": "wB97M-V/def2-TZVPD",
  "multiplicity": 1,
  "smiles": "CC[C@H](C)NC(=O)[C@H]1CCCCN1S(=O)(=O)c1ccc(F)cc1",
  "homo_energy_ev": -9.05,
  "relative_energy_kj_mol": 12.23,
  "gap_ev": 9.7171,
  "charge": 0,
  "symbols": ["S", "F", "O", "O", "O", "N", "N", "C", "C", "C", "C", "C", "C", "C", "C", "C", "C", "C", "C", "C", "C", "C", "C", "H", "H", "H", "H", "H", "H", "H", "H", "H", "H", "H", "H", "H", "H", "H", "H", "H", "H", "H", "H", "H", "H", "H"],
  "coordinates": [[1.57, 0.75, -0.74], [-3.11, -1.03, -3.82], [1.17, 1.88, 0.04], [-0.66, -0.68, 0.72], [2.63, 0.91, -1.70], [2.12, -0.37, 0.35], [-0.50, 0.68, 2.52], [1.60, -2.75, 0.16], [-1.59, 3.30, 1.48], [-2.17, 0.43, -2.24], [1.34, -2.86, 1.68], [-1.06, 0.83, -1.52], [-2.03, -0.63, -3.12], [-2.04, 2.56, 2.74], [-1.90, 1.04, 2.61], [-2.55, 0.32, 3.79], [2.61, -1.64, -0.12], [-0.83, -1.28, -3.31], [0.27, -0.87, -2.58], [0.01, -0.12, 1.57], [1.52, -0.33, 1.67], [0.14, 0.17, -1.68], [1.83, -1.62, 2.44], [1.96, 0.53, 2.20], [-2.28, 3.10, 0.66], [0.12, 1.16, 3.15], [1.96, -3.69, -0.24], [-3.08, 2.80, 2.95], [-0.59, 2.99, 1.18], [-0.77, -2.09, -4.02], [-1.58, 4.37, 1.66], [2.81, -1.52, -1.18], [2.90, -1.68, 2.59], [-2.41, -0.75, 3.69], [-3.61, 0.54, 3.83], [1.85, -3.74, 2.09], [3.56, -1.86, 0.38], [-1.10, 1.65, -0.82], [-2.37, 0.70, 1.67], [0.27, -2.99, 1.84], [-1.44, 2.89, 3.59], [1.23, -1.34, -2.73], [-3.12, 0.93, -2.13], [-2.09, 0.65, 4.72], [1.35, -1.58, 3.42], [0.67, -2.49, -0.34]]
}

Entry 3:
{
  "formula": "C16H23FeN4O2P",
  "method": "wB97M-V/def2-TZVPD",
  "multiplicity": 2,
  "homo_energy_ev": [-16.52, -16.26],
  "relative_energy_kj_mol": 0.00,
  "gap_ev": [6.8168, 6.5079],
  "charge": 3,
  "symbols": ["Fe", "P", "O", "O", "N", "N", "N", "N", "C", "C", "C", "C", "C", "C", "C", "C", "C", "C", "C", "C", "C", "C", "C", "C", "H", "H", "H", "H", "H", "H", "H", "H", "H", "H", "H", "H", "H", "H", "H", "H", "H", "H", "H", "H", "H", "H", "H"],
  "coordinates": [[0.41, -0.37, 0.89], [-0.31, 0.37, -3.28], [1.03, -1.38, -0.98], [0.74, -0.92, -3.20], [-0.46, 0.48, 3.40], [-0.57, 0.79, 2.20], [2.22, -3.83, -1.67], [1.08, -1.11, 2.58], [0.42, -0.60, 3.63], [-0.40, 0.68, -5.01], [0.56, -1.06, 4.92], [1.46, -2.09, 5.15], [-2.91, 4.15, 1.29], [2.15, -2.70, -2.65], [1.96, -2.09, 2.82], [-1.68, 2.21, 0.62], [1.22, -1.59, -2.16], [2.18, -2.60, 4.09], [-2.46, 3.31, 0.28], [0.41, 1.73, -2.41], [-1.36, 1.96, 1.95], [-1.86, -0.17, -2.62], [-2.57, 3.91, 2.61], [-1.80, 2.81, 2.95], [1.43, 1.89, -2.78], [0.59, 0.97, -5.39], [-2.92, 4.57, 3.39], [-1.32, 1.53, -0.14], [0.44, 1.56, -1.33], [3.15, -2.28, -2.77], [2.51, -2.46, 1.97], [1.83, -3.07, -3.62], [1.57, -4.58, -1.90], [1.60, -2.48, 6.15], [-0.18, 2.62, -2.61], [-1.54, 2.60, 3.98], [-3.52, 5.01, 1.03], [2.91, -3.39, 4.23], [-2.63, 0.55, -2.91], [3.16, -4.24, -1.64], [-1.84, -0.25, -1.54], [-1.10, 1.50, -5.18], [-2.72, 3.51, -0.75], [-0.02, -0.60, 5.70], [1.99, -3.50, -0.72], [-2.12, -1.14, -3.06], [-0.75, -0.21, -5.54]]
}